1.
Below is 10 unconnected molecules or ions with the total composition C29H80N2O10 in a non-equilibrium geometry, with properties calculated with the ωB97M-V functional and the def2-TZVPD basis.

```
! wB97M-V def2-TZVPD RIJCOSX def2/J DEFGRID3
* xyz 0 1
H -16.31152 4.63180 -12.93828
C -15.02767 -0.07830 -14.91687
H -18.49054 0.01032 -12.13585
O -20.76339 -1.06955 -13.02525
C -16.12227 -6.54923 -16.92527
O -14.86502 -5.33490 -10.86391
H -13.34763 -1.15766 -15.89526
C -13.90852 -0.17781 -15.93762
C -19.93543 -1.46919 -16.29184
H -13.23492 -0.81929 -9.56260
H -21.83243 -0.64139 -15.83116
H -12.10638 -2.93001 -12.48263
H -19.20419 -0.09995 -14.87654
H -18.74129 2.08191 -13.06691
H -17.38056 1.20758 -13.70869
H -21.60007 -0.66781 -17.59343
O -11.91412 -3.82272 -10.07975
C -19.38296 -2.76869 -7.49992
H -15.68336 0.78112 -15.15382
H -13.49961 -7.51270 -12.96658
O -14.48818 0.12125 -13.62635
C -20.16966 -5.89245 -15.09932
C -17.72510 -3.27083 -12.18815
C -16.59985 -2.97315 -13.11270
H -16.84347 -0.77600 -10.79960
H -21.63275 -3.51718 -13.06035
O -19.44313 -3.27522 -8.87522
C -22.22953 -2.85764 -12.39264
H -21.08887 -5.29114 -15.11015
C -13.63956 -6.94043 -12.05055
H -16.41025 3.51017 -14.23023
H -19.35264 -4.13538 -15.33725
H -17.34001 -2.37459 -7.90995
C -16.89427 3.79615 -13.31987
H -17.03360 -6.07619 -12.15171
H -15.54009 -4.62357 -10.83787
C -14.90327 -6.07891 -12.07518
H -15.67287 -4.16643 -18.26446
H -16.26523 -7.32083 -13.06606
H -21.49406 -2.73958 -7.15689
N -16.64045 0.09657 -11.29061
H -18.53129 -2.49535 -12.25407
H -21.86128 -2.13751 -16.73301
C -19.93875 -6.65620 -13.78796
H -12.67015 -4.38969 -10.15025
H -23.95021 -0.77283 -11.80871
H -12.77109 -6.26468 -12.04727
H -22.52529 -1.27964 -13.93485
O -16.31551 -7.95575 -16.89712
C -18.19906 -1.82606 -7.52666
H -22.38786 -0.60097 -10.97059
C -20.61943 -2.11516 -7.01608
H -12.68650 -1.99672 -8.39917
H -17.03338 -4.01293 -17.13606
H -21.81677 -2.99592 -11.39449
H -13.60575 -7.60357 -11.21198
H -11.28383 -2.02422 -10.21938
C -17.94443 0.69895 -11.61094
H -20.78934 -1.17125 -7.47400
H -20.76258 -7.32982 -13.59576
H -17.88845 -3.43400 -10.29092
H -17.97726 4.09985 -13.58935
H -20.17595 -1.84433 -14.47905
H -19.04917 -7.25458 -13.88434
H -19.50111 -2.05487 -17.06821
C -22.93150 -0.51365 -11.92813
C -17.73291 1.69471 -12.79476
C -21.42556 -1.18826 -16.67980
C -12.75126 -2.34430 -11.82645
H -17.28421 -7.68659 -14.97977
H -17.90425 -1.50549 -6.53272
O -19.04378 -5.04966 -15.41432
H -16.49581 -6.42180 -18.91844
C -19.07443 -0.31742 -15.95496
H -19.25984 0.57249 -16.53428
O -19.85392 -2.37446 -15.19861
H -18.26210 -8.09457 -16.40563
H -20.47116 -1.82945 -5.93509
H -16.03120 -3.87579 -13.39978
H -18.40611 -0.94138 -8.12710
H -16.07991 0.69536 -10.65245
H -14.17065 -2.31261 -9.27786
C -16.23012 -6.79495 -12.10920
C -18.70317 1.38882 -10.48374
H -14.23517 -0.05416 -16.99806
C -22.18801 -1.42887 -12.88950
H -17.21292 -9.37262 -15.73580
C -16.90924 -5.92472 -18.04845
H -19.55083 1.92117 -10.88492
H -12.85213 -1.38605 -12.26650
H -20.30456 -6.63143 -15.94477
C -13.18257 -1.86731 -9.35591
C -12.27464 -2.47509 -10.38952
H -19.13340 -3.63447 -6.85764
H -23.28941 -3.16346 -12.41045
H -15.18084 0.29318 -12.99887
H -18.47881 -7.18371 -18.34938
H -13.10002 0.51066 -15.69988
H -13.73630 -2.80976 -11.84745
H -20.26421 -1.41264 -12.27747
H -16.41541 -6.18997 -15.95222
H -17.18837 -3.94171 -18.93096
H -17.03933 -2.61838 -14.03696
H -18.03731 -0.66664 -16.00772
C -16.69470 -4.44096 -18.09656
H -18.08677 2.11585 -9.91131
C -17.29284 -8.30913 -15.93821
H -15.71164 -1.01016 -14.92405
H -16.36839 -7.44979 -11.26645
H -19.88839 -5.95688 -12.96521
H -22.93567 0.49420 -12.29216
H -15.96636 -2.23588 -12.66590
H -18.71649 -5.95939 -17.22071
H -15.08114 -6.27264 -17.03864
N -18.29950 -6.19183 -18.13314
H -14.80321 -5.40255 -12.93989
H -20.09161 -3.98135 -8.77792
O -17.13279 -3.20600 -10.85096
H -19.08941 0.67984 -9.75739
H -18.16989 -4.25162 -12.40954
O -16.92135 2.79882 -12.35341
*
```

Results
energy relative to the best compared isomer or geometry (same formula, charge and spin): 0.246 eV
E_tot: -2014.71544 hartree
E_HOMO: -8.5 eV
molar mass: 616.96 g/mol


2.
Below is a molecular structure, C29H84HfN7O10 in a non-equilibrium geometry, with properties calculated with the ωB97M-V functional and the def2-TZVPD basis.

```
! wB97M-V def2-TZVPD RIJCOSX def2/J DEFGRID3
* xyz 2 2
H 1.10065 -6.70861 5.62932
H 1.00327 -4.20671 0.66438
H 2.75036 -1.80930 -5.83949
C 1.46414 -7.31601 4.80045
H -0.68604 -5.02416 -3.93947
C 1.04313 -3.63773 1.59324
H 3.02985 2.05591 2.59543
N 3.95243 -0.06863 2.47947
C 6.50089 1.36013 -1.38492
C 2.60684 1.75212 -3.05637
H 4.63108 -1.12757 0.85183
H 1.44879 -3.33658 -2.54750
C -0.59306 -3.05384 -3.08767
H 2.37408 -7.22959 2.84182
H -4.40262 1.02724 -1.13038
H 2.37740 3.21905 0.86959
H 0.47442 -5.12706 3.85052
H 0.76075 2.01611 2.03466
H -5.83055 0.47832 4.21503
H 1.54144 5.49227 2.75822
H 0.93490 2.36157 -4.19785
H 1.94184 -4.93475 -6.19742
H -1.49638 -0.38301 4.67136
C 2.07542 3.62965 1.83307
H 0.29873 0.86889 -1.82863
H -1.00042 1.22453 4.12995
H -5.75254 1.32526 -0.51328
N -2.90063 3.73775 -0.27696
C -1.71399 0.41741 3.96421
H 2.28232 2.88940 3.68638
H 2.33255 -0.84431 -7.22977
H -3.82645 3.08252 -3.48603
C 0.51726 -3.30957 -1.98214
H 0.00302 3.46826 1.37746
H 6.75909 1.19607 -2.43111
H -0.70350 1.53630 -2.81397
O 5.49733 0.58078 -0.82589
H 5.96095 0.85437 1.21792
C 1.17940 1.51965 -3.55019
C -1.19829 -0.46314 0.01410
H -4.31263 5.85304 -1.20964
H 0.49412 -2.53384 -1.21676
O 0.75333 -3.83056 -4.89551
C -0.53329 -4.00023 -4.28053
O -3.43188 1.57708 -2.25120
H 3.65713 -5.43699 3.34105
H -0.57507 -0.94158 0.76959
C 4.14326 -0.16396 0.99881
H 6.10239 2.37454 -1.40141
O -3.67231 -3.55104 -0.22691
H -3.94290 -0.15315 -3.20463
H 2.26423 7.66569 0.74627
N 0.24240 1.64205 -2.47604
C 2.11757 5.19128 1.88325
H 0.63989 -7.85565 4.33406
H -4.84181 2.32453 6.50232
C -5.90493 1.00918 5.16411
H -2.78869 5.72245 -2.11086
H 3.10106 5.45961 2.26905
H -4.13496 3.74348 4.80016
H 0.49364 -5.63243 -5.73300
H -2.68852 2.05088 5.74990
C 0.90708 -4.65848 -5.99490
H 2.72979 2.79747 -2.77315
H 2.23758 0.82856 0.24250
H -6.83491 1.55916 5.02004
H 0.48728 -4.34947 -6.95218
H -0.31921 -2.09557 -3.52909
N -4.85462 3.08708 4.53310
H -3.61807 -4.48756 -0.03662
H 3.47096 -0.89980 2.79163
H 3.45562 1.60081 -3.72327
H 2.04341 -8.11969 5.25503
C 1.99452 -1.13002 -6.23368
C -3.69878 3.80511 -1.49883
H -4.48255 2.76307 3.65181
H -2.10542 3.07073 -2.77386
H -6.02698 0.25564 5.94217
C -4.75244 1.97993 5.47209
Hf -4.86722 -1.50834 0.52374
H -1.32132 -3.62501 -4.93345
H 1.60969 -2.80834 1.16989
H 1.02932 7.29112 -0.42806
C 1.09205 0.10229 -4.29939
N 3.34786 -5.90187 4.18268
H -1.09418 0.61378 0.14641
H 1.04050 -1.64674 -6.33826
H -0.55671 -0.65915 -0.84501
H 3.00938 -0.52251 -0.70945
H 4.86091 -0.22175 2.89338
H 2.79681 1.13083 -2.18114
H -3.01183 -3.40513 -0.90419
C 0.67652 3.09675 2.14978
C -3.76617 5.26799 -1.94937
O -2.57415 -0.87675 -0.03246
H 0.51568 7.26811 1.22974
O -2.99737 0.88648 4.09230
C -3.20513 0.64767 -3.25435
C 1.36916 7.06551 0.58273
N 2.88429 3.01256 2.88478
H -0.00156 -3.54625 1.89052
H -4.70741 3.46034 -1.27098
N -1.91916 -3.01163 -2.52133
O 1.73432 5.70400 0.59788
H -2.19104 0.25148 -3.30665
H -1.85251 -2.30358 -1.80417
C 1.18405 -5.41405 3.07453
O 1.73918 -4.15163 2.66350
C -3.16909 2.87218 -2.64239
H 7.48537 1.37188 -0.91718
C -3.41236 1.31170 5.40673
H 0.29624 3.32299 3.14593
H 3.05871 -5.18479 4.83253
H 4.71243 1.93961 0.52192
H -4.39171 5.28017 -2.84191
H -2.65299 2.76994 -0.12824
H -1.50092 0.05066 2.96012
C 2.15874 -6.52024 3.64091
H 0.39922 -4.29712 -1.53615
H 1.45757 -0.68502 -3.64013
H 2.07266 -0.84077 0.66273
H 0.68661 -5.97058 2.28022
O -5.06642 0.65870 -0.54747
H -1.98130 4.09283 -0.49797
H -3.36768 1.01588 -4.26732
C 2.78579 -0.11296 0.27563
H 0.07838 -0.02721 -4.67859
C 5.15105 0.94215 0.49374
H -3.32645 0.52231 6.15343
O 1.83837 0.09849 -5.53218
H -2.68931 -2.84134 -3.15219
*
```

Results
⟨S²⟩: 0.80
E_tot: -2338.02831 hartree
E_HOMO (spin up / spin down): -12.1 / -12.1 eV
molar mass: 869.52 g/mol